No. 1
C3H7N2S | the ωB97M-V functional and the def2-TZVPD basis

Computed properties:
- LUMO energy (eV) = -4.88
- E_HOMO (eV) = -14.21
- max |F| (Eh/bohr) = 0.100
- total charge = +1

Each line ends with the natural charge from an NBO analysis.
Geometry (Å):
C 1.2781 0.7392 1.5415  0.106
C -0.7617 0.2976 0.1119  0.314
C 0.7442 -1.0350 -1.8297  -0.759
N 0.2732 0.2673 0.8886  -0.400
N -2.0984 0.6084 0.7113  -0.778
S -0.9115 -0.4236 -1.4404  0.416
H 1.8423 0.3345 2.4790  0.254
H 1.5460 1.7708 1.3109  0.205
H 1.3586 -0.3388 -2.4421  0.264
H 0.6083 -2.0253 -2.2444  0.270
H 1.1985 -1.3151 -0.8294  0.246
H -2.2131 0.7085 1.7052  0.433
H -2.8645 0.4114 0.0376  0.430



No. 2
C3H7N2S | the ωB97M-V functional and the def2-TZVPD basis

Computed properties:
- LUMO energy (eV) = -5.20
- E_HOMO (eV) = -12.97
- max |F| (Eh/bohr) = 0.102
- total charge = +1

Each line ends with the natural charge from an NBO analysis.
Geometry (Å):
C 0.7185 -0.7356 0.9025  0.076
C 0.6534 -0.9237 -0.4740  -0.271
C -0.7918 0.9116 -0.9069  -0.006
N 0.6792 0.4579 1.4279  -0.764
N 0.2509 0.2218 -1.2280  -0.471
S -2.3353 0.2459 -0.5967  0.219
H 1.0080 -1.5337 1.5426  0.240
H 0.6216 -1.8829 -1.0479  0.250
H -0.7794 1.9999 -1.1850  0.269
H 0.7764 0.3175 2.4401  0.423
H 0.2703 1.2691 1.0615  0.396
H 1.0395 0.8360 -1.5644  0.425
H -2.1113 -1.1838 -0.3716  0.213



No. 3
C3H7N2S | the ωB97M-V functional and the def2-TZVPD basis

Computed properties:
- LUMO energy (eV) = -4.36
- E_HOMO (eV) = -13.39
- max |F| (Eh/bohr) = 0.086
- total charge = +1

Each line ends with the natural charge from an NBO analysis.
Geometry (Å):
C 0.7097 1.4249 0.0446  0.212
C 1.8955 0.5794 -0.1398  -0.680
C -0.5489 -0.3414 0.7369  0.093
N -0.3817 0.9802 0.4208  -0.450
N -1.3821 -1.1097 -0.2328  -0.710
S 1.4855 -1.1361 0.1009  0.063
H 0.8010 2.4960 0.0001  0.232
H 2.2117 0.7179 -1.2254  0.284
H 2.8815 0.9047 0.5423  0.296
H -0.9183 -0.3196 1.8115  0.267
H -2.2468 -1.0706 0.1635  0.436
H -0.8774 -2.0274 -0.1654  0.482
H -1.2558 -0.6164 -1.1621  0.474



No. 4
C3H7N2S | the ωB97M-V functional and the def2-TZVPD basis

Computed properties:
- LUMO energy (eV) = -4.21
- E_HOMO (eV) = -14.56
- max |F| (Eh/bohr) = 0.017
- total charge = +1

Each line ends with the natural charge from an NBO analysis.
Geometry (Å):
N 2.2610 -0.2552 -0.4975  -0.792
C 0.9060 -0.1700 -0.3462  0.352
N 0.2625 0.7275 0.3626  -0.512
C -1.2002 0.6851 0.1695  -0.237
C -1.4577 -0.7964 0.0040  -0.518
S -0.1290 -1.2669 -1.1662  0.430
H 2.7365 0.6337 -0.3817  0.405
H 2.7106 -0.9605 0.0765  0.433
H 0.7394 1.3949 0.9521  0.443
H -1.7342 1.1607 0.9871  0.253
H -1.4255 1.2317 -0.7503  0.228
H -1.2208 -1.3167 0.9326  0.239
H -2.4486 -1.0678 -0.3425  0.275



Energy relative to the best compared isomer or geometry (same formula, charge and spin): 49.77; 54.10; 66.32; 0.00 (kcal per mole)
Frontier orbital gap: 9.33; 7.78; 9.03; 10.35 (eV)